No. 1
Here is an isolated molecule of C16H16N2O3 from the OMol25 dataset. Energies are from ωB97M-V with the def2-TZVPD basis set.

For the electronic energy, the calculation gives -954.4717 Eh. As for the SMILES: Cc1cccc(OCC(=O)N/N=C/C=C/c2ccco2)c1. The calculation puts the energy above the lowest of the compared OMol25 structures with the same formula, charge and spin at 76.4 kcal/mol. As for the frontier orbital gap: 7.90 eV. For the HOMO energy, the calculation gives -7.75 eV. The LUMO energy comes out at 0.148 eV.

Structure (ORCA input):
```
! wB97M-V def2-TZVPD RIJCOSX def2/J DEFGRID3
* xyz 0 1
C -1.7404 -3.8713 -5.6369
C -1.4450 -2.4702 -5.1942
C -1.4874 -1.4093 -6.0842
C -1.2100 -0.1226 -5.6505
C -0.8895 0.1164 -4.3312
C -0.8439 -0.9441 -3.4269
O -0.5166 -0.6066 -2.1378
C -0.4501 -1.6234 -1.1687
C -0.0786 -1.0561 0.2056
O 0.0370 -1.7891 1.1644
N 0.0888 0.2884 0.1990
N 0.4091 1.1495 1.1905
C 0.6238 0.7752 2.3962
C 0.9542 1.7691 3.3700
C 1.1955 1.4674 4.6607
C 1.5272 2.4262 5.6674
C 1.7939 2.2462 7.0082
C 2.0604 3.5246 7.5368
C 1.9393 4.3922 6.4912
O 1.6196 3.7440 5.3646
C -1.1211 -2.2305 -3.8617
H -1.9804 -3.9018 -6.6962
H -0.8809 -4.5158 -5.4565
H -2.5827 -4.2768 -5.0776
H -1.7376 -1.5864 -7.1195
H -1.2444 0.7003 -6.3486
H -0.6710 1.1114 -3.9775
H 0.3082 -2.3753 -1.4281
H -1.4160 -2.1362 -1.0593
H -0.0444 0.7559 -0.6917
H 0.5696 -0.2582 2.7296
H 1.0041 2.7921 3.0274
H 1.1448 0.4420 5.0004
H 1.7961 1.3147 7.5363
H 2.3072 3.7683 8.5497
H 2.0532 5.4567 6.4297
H -1.0918 -3.0671 -3.1804
*
```

natural (NBO) atomic charges, in units of e: -0.631, 0.027, -0.250, -0.181, -0.283, 0.395, -0.536, -0.156, 0.634, -0.608, -0.434, -0.246, 0.027, -0.228, -0.190, 0.222, -0.266, -0.320, 0.107, -0.392, -0.339, 0.217, 0.220, 0.220, 0.210, 0.215, 0.219, 0.204, 0.204, 0.417, 0.206, 0.224, 0.217, 0.226, 0.230, 0.204, 0.216

=====

No. 2
Here is a structure of composition C2H40BeO20 from the OMol25 dataset. Energies are from ωB97M-V with the def2-TZVPD basis set.

For the electronic energy, the calculation gives -1619.7886 Eh. The calculation puts the energy above the lowest of the compared OMol25 structures with the same formula, charge and spin at 61.1 kcal/mol. As for the frontier orbital gap: 8.87 eV. For the HOMO energy, the calculation gives -9.57 eV. The LUMO energy comes out at -0.699 eV.

Structure (ORCA input):
```
! wB97M-V def2-TZVPD RIJCOSX def2/J DEFGRID3
* xyz 0 1
Be 0.9792 0.0548 1.9620
O 1.7239 -0.4544 0.7469
C 0.7067 -0.1661 -0.2333
C -0.2557 0.7322 0.4342
O -0.5798 0.1523 1.7269
H 0.2953 -1.0162 -0.7006
H 1.1704 0.3665 -1.0641
H -1.1681 0.7871 -0.0545
H 0.0981 1.6568 0.6765
O 1.5639 1.5203 2.7747
H 1.2096 2.2084 3.4049
H 2.0580 2.0740 2.1767
O -1.8527 2.6487 2.0430
H -2.6779 2.2132 2.1800
H -1.4559 1.9745 1.4959
O 2.4132 2.7166 0.5187
H 2.4825 3.6956 0.4580
H 2.1707 2.3953 -0.3513
O -0.4164 -3.0345 1.6266
H -1.2426 -2.6530 1.2533
H 0.0032 -3.4750 0.8687
O 1.2062 0.0616 -3.6921
H 0.3046 0.4233 -3.5434
H 1.5682 0.1505 -2.8428
O -2.3037 0.6849 4.5514
H -3.0871 1.2286 4.6342
H -2.4102 0.1096 3.7856
O 3.5548 -0.6027 -1.3395
H 3.8457 0.2484 -1.5169
H 2.7869 -0.5411 -0.7338
O -2.3146 -1.3633 -0.6753
H -1.7609 -0.6191 -0.7292
H -3.2303 -1.0092 -0.6449
O -1.3365 0.5236 -2.9565
H -2.2202 0.3179 -3.2883
H -1.4608 1.4518 -2.7669
O -3.6846 2.2713 -0.6373
H -3.2271 3.0511 -0.3948
H -3.6830 2.4166 -1.6052
O -2.9812 -1.0676 2.4012
H -2.2842 -0.8970 1.7371
H -3.5729 -0.3092 2.5073
O 1.5074 -2.9091 -2.2754
H 1.4151 -3.5958 -1.6087
H 0.7417 -2.3976 -2.1346
O -1.9421 -4.1564 -0.4552
H -1.5097 -4.7508 -1.1015
H -1.6246 -3.3056 -0.7159
O 1.1933 -1.0874 3.2109
H 1.3895 -1.9337 2.8056
H 0.3891 -1.2912 3.7489
O 2.9096 -2.8502 1.2677
H 3.7763 -2.6246 1.5259
H 2.9453 -2.1826 0.6238
O 3.5129 1.9694 -2.6248
H 2.6322 2.1586 -2.9180
H 3.6854 1.3519 -3.3068
O -1.0007 -2.2557 -3.2474
H -0.9768 -1.3446 -2.9865
H -0.3840 -2.3105 -4.0155
O -0.1663 4.0542 -0.2362
H 0.3482 3.6081 0.4156
H 0.2237 4.9265 -0.1650
*
```

natural (NBO) atomic charges, in units of e: 1.704, -1.069, -0.092, -0.189, -1.057, 0.167, 0.121, 0.164, 0.161, -1.001, 0.522, 0.517, -0.939, 0.457, 0.475, -0.962, 0.483, 0.502, -0.956, 0.482, 0.474, -0.957, 0.475, 0.460, -0.963, 0.458, 0.486, -0.974, 0.468, 0.486, -0.957, 0.468, 0.491, -0.962, 0.500, 0.490, -0.934, 0.481, 0.455, -0.966, 0.512, 0.460, -0.928, 0.460, 0.462, -0.946, 0.467, 0.477, -1.004, 0.542, 0.520, -0.941, 0.460, 0.484, -0.942, 0.466, 0.482, -0.957, 0.471, 0.489, -0.934, 0.466, 0.464

=====

No. 3
Here is an isolated molecule of C3H4FNS from the OMol25 dataset. Energies are from ωB97M-V with the def2-TZVPD basis set.

For the electronic energy, the calculation gives -669.3853 Eh. As for the SMILES: F/C=C/C=N/S. The calculation puts the energy above the lowest of the compared OMol25 structures with the same formula, charge and spin at 71.4 kcal/mol. As for the frontier orbital gap: 9.30 eV. For the HOMO energy, the calculation gives -9.09 eV. The LUMO energy comes out at 0.214 eV.

Structure (ORCA input):
```
! wB97M-V def2-TZVPD RIJCOSX def2/J DEFGRID3
* xyz 0 1
F -2.7672 -1.2474 1.1313
C -1.9363 -0.4971 0.4456
C -0.6994 -0.6909 0.1738
C 0.2764 0.1686 -0.3352
N 1.5153 -0.1796 -0.4750
S 2.4652 1.4913 -0.4934
H -2.4676 0.5518 0.2261
H -0.1685 -1.7227 0.8111
H 0.0707 1.2164 -0.3179
H 3.7115 0.9096 -1.1663
*
```

natural (NBO) atomic charges, in units of e: -0.305, 0.304, -0.349, 0.021, -0.414, 0.025, 0.159, 0.230, 0.170, 0.161

=====

No. 4
Here is a structure of composition H2N3O2S from the OMol25 dataset. Energies are from ωB97M-V with the def2-TZVPD basis set.

For the electronic energy, the calculation gives -713.9382 Eh. The calculation puts the energy above the lowest of the compared OMol25 structures with the same formula, charge and spin at 93.5 kcal/mol. As for the frontier orbital gap: 5.90 eV. For the HOMO energy, the calculation gives -2.98 eV. The LUMO energy comes out at 2.923 eV.

Structure (ORCA input):
```
! wB97M-V def2-TZVPD RIJCOSX def2/J DEFGRID3
* xyz -1 1
N -3.0890 0.4194 0.4238
N 0.7612 0.6806 -0.4335
N 1.6423 0.1068 0.1941
O 3.0775 1.0383 0.1206
O -1.9952 0.6960 -0.1577
S -4.4895 -0.0413 -0.0583
H -0.2202 0.5649 -0.1414
H 1.0557 1.5327 -0.9512
*
```

natural (NBO) atomic charges, in units of e: -0.238, -0.424, 0.196, -0.660, -0.614, -0.099, 0.457, 0.382

=====

No. 5
Here is a structure of composition C25H32BCl3N3O5PdS2Si from the OMol25 dataset. Energies are from ωB97M-V with the def2-TZVPD basis set.

For the electronic energy, the calculation gives -4131.7824 Eh. The calculation puts the energy above the lowest of the compared OMol25 structures with the same formula, charge and spin at 29.7 kcal/mol. As for the frontier orbital gap (alpha / beta): 7.33 / 7.33 eV. For the HOMO energy (alpha / beta), the calculation gives -5.11 / -5.11 eV. The LUMO energy (alpha / beta) comes out at 2.223 / 2.223 eV.

Structure (ORCA input):
```
! wB97M-V def2-TZVPD RIJCOSX def2/J DEFGRID3
* xyz -1 1
Pd -0.7618 0.0831 1.0249
O -0.2521 -1.9840 1.0940
S -0.8772 -3.0230 2.0040
C -0.1191 -4.5010 1.2789
C 1.4168 -4.4159 1.2721
C 2.0143 -4.1531 -0.1143
C 1.9292 -2.7160 -0.6183
S 3.0993 -1.6216 0.2944
O 2.3977 -0.3576 0.6248
C 4.1382 -1.2409 -1.1247
C 3.7553 -0.1870 -1.9425
C 4.5253 0.1063 -3.0570
C 5.6656 -0.6380 -3.3377
C 6.0444 -1.6807 -2.5035
C 5.2779 -1.9842 -1.3853
C -2.5205 -3.3244 1.3893
C -2.9636 -2.6806 0.2487
C -4.2558 -2.9345 -0.1917
C -5.0749 -3.8150 0.4994
C -4.6135 -4.4457 1.6487
C -3.3306 -4.1921 2.1066
H -0.5257 -4.6220 0.2737
H -0.4685 -5.3387 1.8866
H 1.8026 -5.3715 1.6339
H 1.7680 -3.6597 1.9802
H 1.5241 -4.8122 -0.8380
H 3.0668 -4.4565 -0.1060
H 0.9619 -2.2455 -0.4425
H 2.1702 -2.6592 -1.6780
H 2.8638 0.3835 -1.7070
H 4.2253 0.9169 -3.7086
H 6.2636 -0.4006 -4.2089
H 6.9396 -2.2513 -2.7176
H 5.5702 -2.7863 -0.7166
H -2.3197 -1.9832 -0.2754
H -4.6216 -2.4271 -1.0749
H -6.0834 -3.9995 0.1515
H -5.2593 -5.1171 2.2000
H -2.9760 -4.6423 3.0267
Cl -0.8627 1.7804 4.5485
Si -0.1244 0.5546 3.0228
Cl -2.4323 -0.6924 3.2773
Cl 1.1203 -0.7434 4.0318
B -0.0710 0.4715 -3.6511
C -0.6491 0.0455 -2.2363
N -1.0419 -0.2475 -1.1899
H -0.9666 0.9611 -4.3071
H 0.8222 1.2766 -3.4526
H 0.3718 -0.5357 -4.1773
C -2.8386 4.6825 2.3345
C -2.5958 5.1220 0.8955
C -1.3651 4.4491 0.2555
C -1.2439 4.8445 -1.2309
C -0.0366 4.2284 -1.9255
C -0.1315 4.9513 0.9761
O 0.1715 6.1183 1.0508
N 0.6604 3.9924 1.5877
C 0.3234 2.6760 1.6736
O 1.0104 1.9603 2.4843
N -0.6802 2.1401 1.0114
C -1.5828 2.9363 0.3110
O -2.5320 2.4472 -0.2446
H -3.6973 5.2051 2.7570
H -1.9785 4.9045 2.9722
H -3.0360 3.6110 2.4052
H -2.4411 6.2012 0.8417
H -3.4514 4.8692 0.2682
H -1.2134 5.9352 -1.2774
H -2.1635 4.5090 -1.7120
H 0.9008 4.5317 -1.4519
H 0.0101 4.5432 -2.9680
H -0.0822 3.1369 -1.9280
H 1.4300 4.3118 2.1577
*
```

Löwdin atomic charges, in units of e: 0.639, -0.678, 0.917, -0.308, -0.234, -0.247, -0.299, 0.956, -0.541, -0.387, -0.060, -0.065, -0.094, -0.097, -0.098, -0.444, -0.070, -0.061, -0.089, -0.088, -0.098, 0.103, 0.089, 0.107, 0.099, 0.114, 0.101, 0.058, 0.097, 0.111, 0.108, 0.097, 0.097, 0.102, 0.069, 0.109, 0.098, 0.099, 0.111, 0.255, -0.440, -0.103, 0.284, -0.462, -0.230, 0.046, -0.011, -0.016, -0.011, -0.071, -0.170, -0.310, -0.167, -0.061, -0.405, 0.111, 0.243, -0.517, -0.142, 0.058, -0.432, 0.111, 0.075, 0.077, 0.080, 0.119, 0.122, 0.120, 0.122, 0.079, 0.080, 0.067, 0.175

=====

No. 6
Here is a cluster of 12 separate species, C31H62BCl22FN3O4 in total from the OMol25 dataset. Energies are from ωB97M-V with the def2-TZVPD basis set.

For the electronic energy, the calculation gives -11932.5143 Eh. As for the frontier orbital gap: 6.49 eV. For the HOMO energy, the calculation gives -4.98 eV. The LUMO energy comes out at 1.507 eV.

Structure (ORCA input):
```
! wB97M-V def2-TZVPD RIJCOSX def2/J DEFGRID3
* xyz -1 1
C 2.9786 2.8144 1.2944
C 2.7006 1.8581 -0.0054
C 1.0764 1.6300 -0.3337
F 0.5140 2.9887 -0.6456
N 1.0217 0.6557 -1.4709
C -0.1653 -0.2721 -1.4578
C -1.6321 0.4335 -1.5739
C -2.2572 1.0681 -0.2116
O -2.6828 0.4265 0.8770
N -2.4451 2.6008 -0.2011
C -2.8662 3.0971 1.1628
C -3.7041 2.7857 -1.0736
B -0.0753 -1.4648 -0.2799
N 0.8069 -1.3621 0.9634
O -0.8651 -2.7406 -0.3996
C -0.0088 -1.1503 -2.8801
O 0.7539 -2.2773 -2.9319
O -0.7085 -0.5865 -4.0726
H 2.7716 3.9338 0.9920
H 4.1504 2.7455 1.5106
H 2.4329 2.4794 2.2840
H 3.1379 2.3712 -0.9682
H 3.2668 0.8115 0.0876
H 0.5836 1.2952 0.6697
H 0.9699 1.2200 -2.3722
H -2.4047 -0.3628 -1.9791
H -1.5837 1.2880 -2.3994
H -2.0088 3.0474 1.9830
H -3.0927 4.2616 1.0340
H -3.8921 2.6367 1.5512
H -3.4756 3.3215 -2.0941
H -4.1366 1.7087 -1.3478
H -4.5624 3.3077 -0.4456
H 0.2828 -0.8596 1.7224
H 1.7261 -0.9012 0.7571
H -1.8347 -2.4834 -0.3350
Cl 3.2975 -7.4371 -4.5590
C 2.5959 -5.8010 -4.6247
C 1.0759 -5.8282 -4.6214
Cl 0.4123 -6.4881 -6.1371
H 2.9884 -5.2987 -5.5144
H 2.9602 -5.2649 -3.7431
H 0.6859 -4.8109 -4.5220
H 0.6847 -6.4250 -3.7913
Cl -6.8360 -3.3951 -1.1823
C -5.7369 -3.3378 -2.5829
C -4.3049 -3.0298 -2.1761
Cl -4.1170 -1.3571 -1.5929
H -6.1243 -2.5960 -3.2884
H -5.7841 -4.3201 -3.0626
H -3.6412 -3.1402 -3.0388
H -3.9548 -3.7050 -1.3890
Cl 3.6003 7.6743 1.4166
C 4.5416 6.7309 0.2345
C 3.8014 6.5593 -1.0821
Cl 2.3848 5.4911 -0.9224
H 4.7866 5.7655 0.6884
H 5.4761 7.2750 0.0676
H 4.4621 6.0994 -1.8231
H 3.4593 7.5194 -1.4810
Cl -0.2059 -0.5515 4.6316
C 0.0231 -2.2884 4.3091
C -0.9121 -3.1538 5.1382
Cl -0.4964 -3.1244 6.8701
H 1.0730 -2.5333 4.4982
H -0.1751 -2.4413 3.2440
H -0.8401 -4.1961 4.8134
H -1.9544 -2.8364 5.0338
Cl 7.0439 3.7104 -1.3458
C 8.5364 4.6414 -1.6264
C 8.8342 5.6044 -0.4884
Cl 7.6649 6.9467 -0.4207
H 8.4353 5.1652 -2.5821
H 9.3493 3.9151 -1.7212
H 9.8222 6.0527 -0.6293
H 8.8259 5.0977 0.4818
Cl 6.1239 -12.6551 -5.7904
C 5.4223 -11.0190 -5.8560
C 3.9024 -11.0462 -5.8527
Cl 3.2387 -11.7061 -7.3684
H 5.8148 -10.5167 -6.7458
H 5.7866 -10.4829 -4.9745
H 3.5123 -10.0289 -5.7533
H 3.5112 -11.6430 -5.0227
Cl -7.5236 2.4038 1.0719
C -7.7680 2.3938 2.8364
C -7.0881 3.5713 3.5162
Cl -5.3122 3.4402 3.4699
H -7.4024 1.4379 3.2244
H -8.8480 2.4390 3.0065
H -7.3750 3.6080 4.5714
H -7.3705 4.5224 3.0538
Cl -4.2681 4.4773 -4.4268
C -2.7755 5.4083 -4.7074
C -2.4778 6.3713 -3.5694
Cl -3.6470 7.7135 -3.5017
H -2.8767 5.9321 -5.6631
H -1.9626 4.6820 -4.8022
H -1.4898 6.8195 -3.7103
H -2.4861 5.8646 -2.5992
Cl -5.0356 -5.9207 0.1316
C -5.2800 -5.9307 1.8961
C -4.6001 -4.7532 2.5759
Cl -2.8242 -4.8842 2.5296
H -4.9144 -6.8866 2.2841
H -6.3599 -5.8855 2.0662
H -4.8870 -4.7165 3.6311
H -4.8825 -3.8021 2.1135
Cl 8.3891 4.2843 2.6180
C 8.9610 5.3157 3.9531
C 10.0567 6.2718 3.5103
Cl 11.5759 5.4231 3.1298
H 9.2982 4.6639 4.7652
H 8.0949 5.8818 4.3089
H 10.2820 6.9778 4.3152
H 9.7586 6.8464 2.6276
Cl -7.5109 -4.6847 5.2456
C -6.9390 -3.6533 6.5806
C -5.8433 -2.6971 6.1378
Cl -4.3241 -3.5459 5.7574
H -6.6018 -4.3050 7.3927
H -7.8051 -3.0872 6.9365
H -5.6180 -1.9911 6.9427
H -6.1414 -2.1226 5.2552
*
```

Here are the Löwdin charges for atoms 1 to 99, given in e: -0.151, -0.192, -0.261, -0.137, 0.032, -0.267, -0.095, -0.290, -0.062, -0.178, -0.182, -0.100, -0.377, 0.116, 0.009, -0.357, -0.147, -0.271, 0.008, 0.075, 0.082, 0.104, 0.117, 0.150, 0.152, 0.003, 0.143, 0.107, 0.100, 0.026, 0.043, 0.095, 0.092, 0.047, 0.060, 0.069, 0.523, -0.651, -0.653, 0.516, 0.072, 0.079, 0.072, 0.072, 0.502, -0.655, -0.608, 0.695, 0.069, 0.072, 0.092, 0.038, 0.531, -0.710, -0.644, 0.604, 0.063, -0.043, 0.063, 0.068, 0.536, -0.655, -0.707, 0.518, 0.074, 0.052, 0.056, -0.007, 0.551, -0.653, -0.661, 0.615, 0.069, 0.074, 0.075, -0.039, 0.521, -0.668, -0.670, 0.529, 0.070, 0.072, 0.026, 0.072, 0.545, -0.666, -0.658, 0.591, 0.068, 0.068, 0.067, 0.069, 0.551, -0.654, -0.661, 0.521, 0.066, 0.078, 0.072